Computed, not measured: a cluster of 2 separate species, C2H5NO4 in total in a non-equilibrium geometry, with the ωB97M-V functional and the def2-TZVPD basis.

Cartesian coordinates (Å):
O 2.44 0.44 -0.59
C 1.25 0.29 -0.65
N 0.47 -0.36 0.29
C 1.10 -0.48 1.58
O 0.77 0.14 2.53
O 2.10 -1.39 1.55
H 0.76 0.56 -1.59
H -0.49 -0.03 0.41
H 2.88 -0.97 1.13
O -3.79 0.36 -1.22
H -3.14 0.37 -1.96
H -4.36 1.07 -1.49

Output
structure (SMILES)	O=CNC(=O)O.O
lowest unoccupied orbital energy	0.30	eV
multiplicity	1

Computed, not measured: the ion C4H9O2 with charge -1 in a non-equilibrium geometry, with the ωB97M-V functional and the def2-TZVPD basis.

Cartesian coordinates (Å):
O -1.82 -0.29 0.09
C -0.99 -0.75 1.02
C 0.49 -0.10 1.02
C 0.63 0.99 -0.04
C 0.24 0.52 -1.44
O 0.46 -0.91 -1.59
H -1.31 -0.70 2.10
H -0.75 -1.85 0.87
H 0.71 0.45 1.95
H 1.09 -1.00 0.90
H -0.01 1.82 0.26
H 1.67 1.35 -0.03
H 0.83 0.94 -2.26
H -0.81 0.74 -1.58
H -0.42 -1.23 -1.27

Output
structure (SMILES)	[O-]CCCCO
lowest unoccupied orbital energy	4.41	eV
total charge	-1
multiplicity	1

Quick rundown of E, same order as above: -11835.1255, -8388.0589 eV
Quick rundown of energy relative to the best compared isomer or geometry (same formula, charge and spin), same order as above: 38.45, 56.10 kcal per mole
Quick rundown of orbital gap, same order as above: 11.260, 7.005 eV